No. 1
{"formula": "C8H30N12O8", "method": "the ωB97M-V functional and the def2-TZVPD basis", "elements": ["N", "C", "N", "O", "H", "H", "H", "H", "N", "C", "N", "O", "H", "H", "H", "H", "N", "C", "N", "O", "H", "H", "H", "H", "N", "C", "N", "O", "H", "H", "H", "H", "N", "C", "N", "O", "H", "H", "H", "H", "N", "C", "N", "O", "H", "H", "H", "H", "O", "C", "C", "O", "H", "H", "H", "H", "H", "H"], "coordinates": [[-3.4789, 1.6460, 0.3666], [-4.2188, 2.7972, 0.4760], [-3.9802, 3.4568, 1.6411], [-4.9580, 3.2697, -0.3678], [-2.9127, 1.4153, 1.1589], [-3.4840, 1.1844, -0.5344], [-4.2817, 4.3765, 1.8979], [-3.6636, 2.8379, 2.3696], [-1.9760, -1.2312, -2.5809], [-2.7934, -0.1754, -2.8365], [-2.2804, 0.5201, -3.9096], [-3.7805, 0.1320, -2.1947], [-1.3161, -1.4278, -3.3067], [-2.1147, -1.9046, -1.8465], [-2.7021, 1.3931, -4.1803], [-1.3564, 0.2720, -4.1978], [3.2450, -2.2842, 0.0354], [2.9394, -2.5744, -1.2695], [1.6449, -2.7387, -1.4421], [3.8380, -2.7124, -2.0980], [4.2149, -2.4006, 0.2751], [2.4963, -2.3185, 0.7042], [0.8877, -2.8068, -0.7821], [1.4296, -3.0609, -2.3766], [-0.0513, -4.8567, 4.8948], [0.9889, -4.1561, 4.3132], [0.7761, -2.8432, 4.2463], [2.0507, -4.6947, 4.0261], [-0.7897, -4.2475, 5.1927], [0.0912, -5.8127, 5.1608], [1.5992, -2.2898, 4.0795], [-0.2007, -2.6123, 4.2144], [-0.0483, 3.0120, -1.7658], [-0.6500, 4.1959, -1.4997], [-0.6942, 4.5519, -0.1755], [-0.9933, 5.0056, -2.3499], [0.0671, 2.3032, -1.0470], [-0.4715, 2.7341, -2.6429], [-0.4816, 3.7940, 0.4511], [-1.2696, 5.3181, 0.1207], [4.4089, 0.3931, -0.5154], [4.4092, 1.2885, -1.5217], [3.2470, 1.9476, -1.7367], [5.3944, 1.5086, -2.2203], [3.5647, 0.0292, -0.1214], [5.3554, 0.0549, -0.4369], [2.4505, 1.7730, -1.1501], [3.2029, 2.7368, -2.3551], [-0.4505, -2.2829, 0.6412], [-0.7448, -1.0140, 1.2483], [0.2534, 0.0403, 0.7494], [-0.0054, 0.5688, -0.5518], [-0.6099, -3.0404, 1.2108], [-1.6970, -0.6070, 0.8915], [-0.8356, -1.1471, 2.3246], [1.2601, -0.3538, 0.9058], [0.2212, 0.9435, 1.3647], [-0.7456, 0.0936, -0.9468]], "mulliken_charge": [-0.115, 0.618, -0.391, -0.613, 0.053, 0.144, 0.196, 0.161, -0.391, 0.731, -0.424, -0.724, 0.150, 0.175, 0.248, 0.179, -0.345, 0.619, -0.207, -0.680, 0.235, 0.087, 0.196, 0.199, -0.388, 0.646, -0.390, -0.639, 0.161, 0.223, 0.206, 0.195, -0.327, 0.587, -0.377, -0.668, 0.281, 0.152, 0.148, 0.229, -0.332, 0.542, -0.264, -0.687, 0.224, 0.193, 0.134, 0.176, -0.449, -0.414, -0.211, -0.222, 0.214, 0.232, 0.200, 0.046, 0.346, 0.134], "orbital_gap_ev": 8.67, "de_lowest_kcal_mol": 56.8, "homo_ev": -9.41}



No. 2
{"formula": "ClTi", "method": "the ωB97M-V functional and the def2-TZVPD basis", "elements": ["Ti", "Cl"], "coordinates": [[2.2203, -0.7217, -0.3858], [-2.2203, 0.7217, 0.3858]], "mulliken_charge": [0.836, -0.836], "spin_multiplicity": 4, "orbital_gap_ev": [4.27, 3.86], "de_lowest_kcal_mol": 85.8, "homo_ev": [-7.32, -7.12]}



No. 3
{"formula": "C20H23AsN3O2RhS", "method": "the ωB97M-V functional and the def2-TZVPD basis", "elements": ["Rh", "O", "C", "C", "C", "C", "C", "C", "C", "N", "C", "C", "N", "C", "C", "C", "C", "C", "C", "C", "O", "H", "H", "H", "H", "H", "H", "H", "H", "H", "H", "H", "H", "H", "H", "C", "As", "C", "C", "S", "H", "H", "H", "H", "H", "H", "H", "H", "H", "N", "C"], "coordinates": [[-0.2975, -0.3676, 0.6580], [0.4393, -0.6269, -1.2064], [1.5565, -1.2610, -1.4238], [2.1493, -1.0850, -2.6998], [3.3002, -1.7334, -3.0676], [3.9450, -2.6149, -2.1910], [3.3947, -2.8085, -0.9510], [2.2263, -2.1437, -0.5299], [1.7520, -2.4729, 0.7904], [0.8640, -1.8258, 1.4404], [0.2383, -2.4167, 2.6401], [-0.7056, -1.3904, 3.3157], [-0.4878, -0.0923, 2.6713], [0.2138, 0.7588, 3.3487], [0.9635, 1.8924, 2.9151], [1.5240, 2.7146, 3.9173], [2.3305, 3.7747, 3.6081], [2.6166, 4.0242, 2.2516], [2.1116, 3.2384, 1.2523], [1.2589, 2.1360, 1.5397], [0.7894, 1.4303, 0.5821], [1.6527, -0.4099, -3.3853], [3.7112, -1.5615, -4.0551], [4.8455, -3.1330, -2.4884], [3.8630, -3.4957, -0.2547], [2.1822, -3.3609, 1.2575], [-0.3624, -3.2541, 2.2874], [1.0020, -2.7928, 3.3238], [-1.7402, -1.7050, 3.1976], [-0.4778, -1.3110, 4.3806], [0.2796, 0.5701, 4.4227], [1.3024, 2.4854, 4.9545], [2.7525, 4.3991, 4.3826], [3.2611, 4.8561, 1.9920], [2.3433, 3.4305, 0.2128], [-2.2834, -0.6376, -2.8756], [-2.0768, 1.0808, -2.0393], [-0.5063, 1.9468, -2.7270], [-3.5568, 2.1335, -2.6764], [-2.1618, 1.0590, 0.0745], [-2.6444, -0.4896, -3.8932], [-2.9944, -1.2172, -2.2900], [-1.3212, -1.1381, -2.8665], [-0.5343, 1.9272, -3.8166], [0.3576, 1.4139, -2.3378], [-0.5030, 2.9727, -2.3648], [-3.5031, 2.2159, -3.7610], [-3.5039, 3.1212, -2.2234], [-4.4867, 1.6501, -2.3843], [-2.2807, -2.7323, 0.2703], [-1.5546, -1.8457, 0.4200]], "mulliken_charge": [-0.160, 0.445, 0.558, -0.800, -0.595, -0.843, -0.612, 0.754, -0.431, 0.055, -0.827, -0.715, 0.007, -0.062, 0.476, -0.585, -0.839, -0.366, -1.021, 0.704, -0.145, 0.361, 0.403, 0.389, 0.345, 0.305, 0.358, 0.595, 0.366, 0.351, 0.149, 0.343, 0.394, 0.386, 0.388, -0.962, 0.907, -0.844, -1.114, -0.466, 0.421, 0.343, 0.173, 0.445, 0.000, 0.370, 0.387, 0.354, 0.365, -0.837, 0.327], "orbital_gap_ev": 7.80, "de_lowest_kcal_mol": 17.2, "homo_ev": -7.52}



No. 4
{"formula": "C19H42NO3P3Zr", "method": "the ωB97M-V functional and the def2-TZVPD basis", "elements": ["Zr", "P", "P", "P", "H", "C", "C", "H", "C", "C", "C", "C", "C", "C", "C", "C", "C", "H", "H", "H", "H", "H", "H", "H", "H", "H", "H", "H", "H", "H", "H", "H", "H", "H", "H", "H", "H", "H", "H", "H", "H", "H", "H", "H", "H", "H", "C", "C", "C", "C", "C", "C", "O", "H", "H", "H", "H", "H", "H", "N", "C", "C", "O", "O", "H", "H", "H", "H", "H"], "coordinates": [[0.7525, -0.1826, 0.2526], [-1.8509, 1.8291, 0.7866], [0.0431, -0.5209, 2.7672], [0.0613, 0.8256, -2.3530], [0.9787, -3.7389, 1.2697], [1.3529, -3.1994, 0.4071], [2.2302, -2.1424, 0.4674], [2.8929, -2.0379, 1.3508], [-3.6004, 1.6089, 0.4514], [-1.7196, 2.4822, 2.4741], [-1.5018, 3.3349, -0.1597], [0.9725, -2.0109, 3.2063], [0.5390, 0.5035, 4.1919], [-1.6285, -1.1409, 3.2867], [1.1221, -0.0906, -3.4959], [0.3348, 2.5170, -2.9529], [-1.6111, 0.3937, -2.9605], [1.2373, -3.8050, -0.4839], [2.6928, -1.7686, -0.4662], [-4.0759, 2.5834, 0.6116], [-4.0289, 0.8570, 1.1157], [-3.7449, 1.2839, -0.5816], [-2.2758, 3.4359, 2.4987], [-0.6788, 2.7097, 2.7356], [-2.1173, 1.7989, 3.2323], [-2.4436, 3.9036, -0.2555], [-1.1037, 3.0804, -1.1465], [-0.7722, 3.9635, 0.3718], [0.8271, -2.2307, 4.2645], [2.0356, -1.8536, 3.0190], [0.6092, -2.8380, 2.5972], [0.6444, -0.1738, 5.0497], [-0.2147, 1.2690, 4.3932], [1.4981, 0.9817, 3.9558], [-1.6740, -1.0985, 4.3891], [-1.7173, -2.1884, 2.9509], [-2.4466, -0.5405, 2.8598], [1.2280, 0.4379, -4.4502], [0.6803, -1.0730, -3.6755], [2.1087, -0.2307, -3.0417], [0.7613, 2.4909, -3.9617], [1.0625, 2.9714, -2.2737], [-0.5940, 3.0943, -2.9345], [-1.5397, 0.1012, -4.0180], [-2.3062, 1.2378, -2.8475], [-2.0113, -0.4676, -2.4097], [-0.7858, -2.5321, -1.4065], [-2.0924, -2.9774, -1.1594], [-2.6601, -3.8327, -2.0898], [-1.8335, -4.5243, -2.9938], [-0.4771, -4.1804, -3.1284], [0.0439, -3.1153, -2.3905], [-0.3783, -1.4739, -0.6819], [-1.2426, 0.4910, 0.1996], [-2.5753, -2.6340, -0.2506], [-3.7346, -4.0027, -2.0370], [-2.2339, -5.3265, -3.6218], [0.2055, -4.7096, -3.8017], [1.1109, -2.8553, -2.4129], [3.6906, 3.6107, 0.5376], [4.1349, 2.2132, 0.6061], [2.9130, 1.4116, 0.4468], [2.9152, 0.1374, 0.4699], [1.8047, 2.0462, 0.3586], [3.5960, 3.8804, -0.4459], [4.3742, 4.2493, 0.9215], [2.7726, 3.7174, 0.9990], [4.8565, 2.0237, -0.1788], [4.5873, 2.0204, 1.5712]], "mulliken_charge": [-0.213, 0.858, 1.781, 1.340, 0.429, -0.845, -1.173, 0.739, -1.311, -1.256, -0.966, -1.398, -1.341, -1.286, -1.303, -1.698, -1.080, 0.601, 0.773, 0.539, 0.405, 0.376, 0.546, 0.420, 0.458, 0.617, -0.308, 0.416, 0.608, 0.337, 0.003, 0.494, 0.441, 0.409, 0.447, 0.481, 0.324, 0.569, 0.273, 0.386, 0.536, 0.324, 0.574, 0.497, 0.448, 0.163, 0.446, -0.622, -0.703, -0.614, -1.069, -0.348, -0.096, 0.294, 0.427, 0.488, 0.472, 0.448, 0.893, -0.176, -0.736, 0.763, -0.573, -0.583, 0.363, 0.395, 0.269, 0.440, 0.392], "charge": 4, "orbital_gap_ev": [5.68, 5.68], "homo_ev": [-18.65, -18.65]}



No. 5
{"formula": "C33H52BrCl16N3O3", "method": "the ωB97M-V functional and the def2-TZVPD basis", "elements": ["C", "C", "C", "C", "C", "C", "C", "C", "O", "O", "C", "C", "C", "C", "C", "N", "C", "N", "C", "O", "C", "Br", "N", "C", "H", "H", "H", "H", "H", "H", "H", "H", "H", "H", "H", "H", "H", "H", "H", "H", "H", "H", "H", "H", "Cl", "C", "C", "Cl", "H", "H", "H", "H", "Cl", "C", "C", "Cl", "H", "H", "H", "H", "Cl", "C", "C", "Cl", "H", "H", "H", "H", "Cl", "C", "C", "Cl", "H", "H", "H", "H", "Cl", "C", "C", "Cl", "H", "H", "H", "H", "Cl", "C", "C", "Cl", "H", "H", "H", "H", "Cl", "C", "C", "Cl", "H", "H", "H", "H", "Cl", "C", "C", "Cl", "H", "H", "H", "H"], "coordinates": [[3.7675, 1.3041, 0.8801], [2.3992, 0.9435, 0.1819], [2.0310, 2.0208, -0.8667], [0.5241, 2.4134, -0.9157], [-0.0056, 2.9160, 0.4572], [-1.3572, 2.3417, 0.8986], [-2.3051, 3.2294, 1.3566], [-2.0693, 4.7470, 1.3989], [-2.3720, 5.2946, 0.1051], [-3.7139, 5.0392, -0.1761], [-3.6055, 2.7613, 1.8305], [-4.6751, 3.6849, 2.3932], [-4.2205, 4.0726, 3.8592], [-3.8700, 1.4345, 1.7657], [-2.9363, 0.4708, 1.3032], [-3.3432, -0.8300, 1.2987], [-2.3980, -1.5963, 0.8482], [-2.6978, -3.0264, 0.7352], [-2.8918, -3.4428, 1.8793], [-3.1347, -3.8043, 2.9721], [-1.0927, -1.1823, 0.4504], [0.1760, -2.4980, -0.1696], [-0.7131, 0.0558, 0.4645], [-1.6746, 0.9318, 0.8859], [4.1558, 2.2522, 0.4724], [3.6239, 1.4715, 1.9608], [4.5375, 0.5406, 0.7292], [2.4869, -0.0677, -0.2483], [1.6732, 0.8625, 1.0036], [2.5708, 2.9603, -0.6530], [2.3694, 1.6345, -1.8419], [0.4635, 3.2246, -1.6638], [-0.0948, 1.6044, -1.3339], [0.7124, 2.6821, 1.2670], [-0.0253, 4.0095, 0.4058], [-1.0240, 4.9921, 1.6109], [-2.6804, 5.2483, 2.1625], [-3.7729, 4.3078, -0.8144], [-4.8584, 4.5646, 1.7689], [-5.6284, 3.1486, 2.5181], [-3.1219, 4.1501, 3.8236], [-4.6809, 5.0019, 4.2129], [-4.4330, 3.2095, 4.5069], [-4.8494, 1.0873, 2.1081], [4.7192, -2.1407, 1.3710], [3.4615, -3.3952, 1.4047], [3.8603, -4.5724, 2.2590], [5.1921, -5.5057, 1.5288], [3.2572, -3.6961, 0.3782], [2.5619, -2.9347, 1.8117], [3.0171, -5.2548, 2.3662], [4.1725, -4.2588, 3.2529], [-8.6542, 3.6829, 1.4049], [-9.7591, 2.2848, 1.4583], [-9.2333, 1.1813, 2.3430], [-7.7944, 0.3910, 1.6504], [-9.9164, 1.9397, 0.4379], [-10.7100, 2.6472, 1.8474], [-9.9932, 0.4094, 2.4590], [-8.9707, 1.5526, 3.3314], [-8.4096, 1.3216, -2.5290], [-8.1011, 3.0765, -2.4779], [-6.6521, 3.4056, -2.7352], [-5.6006, 2.8807, -1.3945], [-8.4294, 3.4486, -1.5093], [-8.7235, 3.5305, -3.2482], [-6.5301, 4.4840, -2.8309], [-6.2902, 2.9399, -3.6493], [1.2375, 2.6719, -4.5573], [2.7531, 2.7077, -5.4949], [3.7190, 1.6357, -5.0554], [4.3739, 1.9480, -3.4297], [3.1866, 3.7008, -5.3963], [2.4832, 2.5538, -6.5391], [4.5681, 1.6028, -5.7378], [3.2502, 0.6536, -5.0469], [8.6911, -5.5756, 4.1155], [8.5791, -4.9247, 2.4593], [9.2314, -3.5703, 2.3341], [8.3275, -2.3058, 3.2062], [7.5275, -4.8889, 2.1827], [9.0816, -5.6370, 1.8053], [9.2615, -3.2729, 1.2864], [10.2501, -3.5800, 2.7162], [3.0746, -3.8041, -2.5188], [1.8379, -5.0888, -2.4823], [2.2490, -6.2487, -1.6078], [3.6059, -7.1669, -2.3048], [1.6517, -5.4059, -3.5060], [0.9247, -4.6389, -2.0929], [1.4162, -6.9433, -1.5029], [2.5436, -5.9159, -0.6136], [-3.5479, -8.4644, 4.0854], [-3.0029, -7.1098, 3.0640], [-3.0148, -7.4617, 1.5966], [-1.7629, -8.6605, 1.1811], [-2.0096, -6.8159, 3.3966], [-3.6836, -6.2812, 3.2488], [-2.8090, -6.5709, 1.0025], [-3.9790, -7.8610, 1.2898], [6.3488, 3.9564, -5.2441], [8.1289, 3.9210, -5.1761], [8.6327, 3.2686, -3.9123], [8.3012, 4.2579, -2.4690], [8.4906, 4.9424, -5.2716], [8.4685, 3.3559, -6.0434], [9.7134, 3.1425, -3.9695], [8.1814, 2.2901, -3.7611]], "mulliken_charge": [-1.281, 0.402, -0.474, -1.170, -0.628, 0.818, 0.175, -1.678, -0.275, -0.275, 1.317, -1.057, -1.323, 0.223, -0.068, -0.593, 0.514, -0.558, 0.778, -0.458, -0.248, -0.174, -0.225, 0.063, 0.357, 0.303, 0.161, 0.311, 0.008, 0.437, -0.131, 0.415, 0.400, 0.299, 0.345, 0.632, 0.345, 0.308, 0.335, 0.217, 0.390, 0.335, 0.385, 0.349, -0.153, 0.385, -0.611, -0.226, -0.404, 0.164, 0.358, 0.442, -0.169, -0.378, -0.572, -0.153, 0.253, 0.336, 0.394, 0.298, -0.181, -0.240, -0.599, -0.067, 0.111, 0.339, 0.295, 0.349, -0.149, -0.391, -0.695, -0.143, 0.235, 0.357, 0.373, 0.445, -0.195, 0.070, -0.446, -0.184, -0.178, 0.322, 0.275, 0.347, -0.149, -0.333, -0.048, -0.191, 0.391, 0.050, 0.338, -0.073, -0.193, -0.350, -0.250, -0.199, 0.342, 0.176, 0.118, 0.356, -0.117, -0.527, -0.421, -0.184, 0.346, 0.277, 0.328, 0.295], "orbital_gap_ev": 8.42, "homo_ev": -9.00}



No. 6
{"formula": "C4H8N2", "method": "the ωB97M-V functional and the def2-TZVPD basis", "elements": ["C", "C", "C", "C", "N", "N", "H", "H", "H", "H", "H", "H", "H", "H"], "coordinates": [[1.6589, 0.2020, 0.0481], [-0.6034, 1.0161, -1.0392], [0.0506, -1.9128, 0.0645], [0.3022, 0.6124, 0.1370], [2.7571, -0.0936, -0.1747], [-0.3443, 1.1299, 1.2249], [-0.5794, 2.0380, -1.0954], [-0.3273, 0.4345, -1.8863], [-1.7043, 0.9432, -0.8219], [-0.9288, -1.7017, -0.1025], [0.1365, -2.2524, 0.9905], [0.5525, -2.3337, -0.7034], [0.2903, 1.2073, 1.9990], [-1.2605, 0.7108, 1.3593]], "mulliken_charge": [0.262, -1.219, -1.217, 0.351, -0.471, -0.511, 0.440, 0.341, 0.335, 0.384, 0.428, 0.391, 0.243, 0.242], "orbital_gap_ev": [8.44, 7.91], "de_lowest_kcal_mol": 102.7, "homo_ev": [-8.43, -7.64]}